1.
This record from OMol25 describes a structure of composition C35H39BCl2O11SSi2 at a distorted geometry. The level of theory is ωB97M-V/def2-TZVPD.

Each line ends with the Löwdin charge.
Element x y z (Å)
C -5.919 0.259 -1.042  -0.04
C -4.629 -0.371 -0.941  -0.21
Si -4.047 -1.535 -2.361  0.45
C -5.336 -2.978 -2.331  -0.18
O -2.538 -2.296 -2.053  -0.30
Si -1.181 -1.239 -1.937  0.51
C -1.264 0.034 -0.519  -0.18
C 0.320 -2.387 -1.488  -0.53
S 1.918 -1.796 -2.205  0.78
C 2.384 -0.143 -1.496  -0.51
C 2.677 -0.173 0.063  -0.18
B -0.656 -0.440 -3.679  -0.61
O -0.441 0.963 -3.853  0.06
O -0.472 -1.407 -4.732  -0.10
C -0.949 -0.920 -6.009  -0.08
C -4.224 -0.755 -4.091  -0.62
Cl -4.675 -1.902 -5.442  0.58
C -4.058 0.573 -4.445  -0.71
C -3.710 1.662 -3.370  -0.11
Cl -4.276 1.154 -6.151  0.59
H -6.088 1.339 -1.291  0.05
H -6.806 -0.402 -0.796  0.07
H -4.037 -0.175 -0.006  0.06
H -5.078 -3.621 -3.224  0.01
H -5.323 -3.533 -1.360  0.04
H -6.337 -2.505 -2.560  0.04
H -1.633 -0.466 0.433  0.06
H -0.202 0.396 -0.371  0.02
H -1.953 0.902 -0.695  0.03
H 0.341 -2.465 -0.359  0.05
H 0.080 -3.409 -1.916  0.05
H 1.566 0.596 -1.752  0.06
H 3.338 0.167 -2.009  0.08
H 3.256 0.776 0.298  0.08
H 1.729 -0.123 0.705  0.04
H 3.301 -1.048 0.399  0.07
H -1.040 1.353 -4.509  0.08
H -0.053 -0.710 -6.655  0.11
H -1.502 -1.786 -6.492  0.10
H -1.685 -0.076 -5.948  0.05
H -4.665 1.906 -2.815  0.07
H -3.455 2.613 -3.932  0.08
H -2.871 1.396 -2.680  0.06
C -1.798 -6.503 -6.328  0.02
C -0.564 -6.452 -6.829  0.02
C 0.404 -5.425 -6.382  -0.38
O 1.529 -5.378 -6.841  0.11
C -0.049 -4.458 -5.358  0.03
C -1.283 -4.510 -4.857  0.03
C -2.251 -5.536 -5.304  -0.38
O -3.375 -5.582 -4.845  0.10
H -2.519 -7.246 -6.643  0.12
H -0.215 -7.151 -7.579  0.12
H 0.672 -3.714 -5.042  0.12
H -1.632 -3.809 -4.107  0.10
C -0.153 2.868 4.853  0.03
C -0.252 2.600 3.551  0.01
C 0.554 1.531 2.925  -0.36
O 0.465 1.288 1.736  0.07
C 1.473 0.767 3.798  0.04
C 1.571 1.035 5.099  0.03
C 0.765 2.105 5.725  -0.38
O 0.856 2.346 6.914  0.10
H -0.734 3.648 5.328  0.13
H -0.919 3.148 2.899  0.11
H 2.055 -0.013 3.322  0.12
H 2.238 0.487 5.751  0.09
C 1.457 5.228 0.802  0.03
C 2.527 5.691 0.156  0.03
C 3.338 6.798 0.710  -0.39
O 4.311 7.222 0.122  0.11
C 2.916 7.370 2.008  0.02
C 1.846 6.906 2.653  0.02
C 1.036 5.800 2.099  -0.37
O 0.061 5.375 2.688  0.09
H 0.852 4.418 0.412  0.12
H 2.850 5.283 -0.794  0.12
H 3.521 8.178 2.398  0.12
H 1.523 7.313 3.603  0.12
C 3.947 0.295 9.443  0.03
C 3.849 0.028 8.141  0.03
C 4.654 -1.041 7.514  -0.38
O 4.564 -1.283 6.326  0.10
C 5.573 -1.805 8.386  0.02
C 5.672 -1.538 9.688  0.02
C 4.866 -0.468 10.316  -0.39
O 4.955 -0.225 11.502  0.11
H 3.365 1.075 9.918  0.13
H 3.182 0.576 7.489  0.09
H 6.154 -2.584 7.910  0.12
H 6.340 -2.086 10.341  0.12

Properties
LUMO   -0.068 Eh
HOMO level   -7.88 eV

---

2.
This record from OMol25 describes a cluster of 2 separate species, C11H24BrNO6PS2 in total. The level of theory is ωB97M-V/def2-TZVPD.

Each line ends with the Löwdin charge.
Element x y z (Å)
C 3.050 0.594 3.045  -0.10
C 3.258 0.190 1.578  -0.36
C 2.108 -0.644 1.027  -0.96
Br 2.089 -2.413 1.830  0.72
P 1.940 -0.859 -0.808  0.77
C 3.657 -0.564 -1.463  -0.40
O 4.357 -1.758 -1.774  -0.18
O 3.734 -2.832 -1.059  -0.09
S 1.029 0.996 -1.330  0.65
C -0.420 0.362 -2.241  -0.39
C -1.781 0.490 -1.564  -0.53
O -2.674 -0.205 -1.931  0.17
O -1.931 1.498 -0.664  -0.02
C -1.688 1.219 0.724  -0.12
C -2.580 0.150 1.338  -0.31
C -2.122 -1.294 1.113  0.00
O -3.907 0.376 0.864  0.01
C -4.877 -0.350 1.470  -0.57
O -4.811 -0.705 2.610  0.14
C -6.029 -0.646 0.553  -0.44
S -5.697 -2.076 -0.505  0.76
H 3.659 -0.015 3.709  0.08
H 3.337 1.632 3.206  0.08
H 2.010 0.473 3.349  0.07
H 3.320 1.092 0.956  0.09
H 4.191 -0.363 1.461  0.11
H 1.168 -0.187 1.339  0.01
H 3.546 -0.013 -2.403  0.06
H 4.284 0.011 -0.776  0.08
H 3.637 -3.490 -1.763  0.12
H -0.256 -0.693 -2.449  0.07
H -0.463 0.884 -3.197  0.09
H -1.841 2.168 1.231  0.14
H -0.647 0.926 0.877  0.08
H -2.573 0.353 2.414  0.15
H -2.730 -1.761 0.336  0.07
H -2.173 -1.873 2.030  0.09
H -1.093 -1.315 0.741  0.06
H -6.220 0.202 -0.102  0.09
H -6.909 -0.828 1.164  0.08
H -5.195 -2.857 0.461  -0.12
N 2.950 2.875 -3.170  0.28
H 2.741 3.819 -2.840  0.15
H 2.290 2.197 -2.710  0.00
H 2.839 2.839 -4.185  0.15
H 3.911 2.634 -2.925  0.15

Properties
Net charge   +1
Relative energy (zero: lowest compared OMol25 entry of this formula, charge and spin)   0.000 eV
LUMO   -0.148 Eh
HOMO level   -10.92 eV

---

3.
This record from OMol25 describes the ion C4H7N2O with charge +1 at a distorted geometry. The level of theory is ωB97M-V/def2-TZVPD.

Each line ends with the Löwdin charge.
Element x y z (Å)
C 1.552 0.488 -0.823  -0.05
C -0.464 -0.354 0.048  -0.35
C 2.503 0.898 -1.525  0.11
C -1.595 0.716 1.923  0.12
N -1.270 -0.286 1.145  0.07
N -0.578 -1.402 -0.893  0.12
O 0.517 0.547 -0.111  0.18
H 2.405 1.612 -2.444  0.15
H 3.478 0.646 -1.438  0.05
H -2.168 0.537 2.833  0.11
H -1.131 1.629 1.804  0.07
H -1.611 -1.184 1.330  0.16
H -1.566 -1.595 -1.215  0.14
H -0.071 -2.251 -0.632  0.11

Properties
Net charge   +1
Relative energy (zero: lowest compared OMol25 entry of this formula, charge and spin)   6.142 eV
LUMO (spin up / spin down)   -0.189 / -0.172 Eh
HOMO level (spin up / spin down)   -11.81 / -12.21 eV

---

4.
This record from OMol25 describes a structure of composition CH2NOS3 at a distorted geometry. The level of theory is ωB97M-V/def2-TZVPD.

Each line ends with the Löwdin charge.
Element x y z (Å)
C -1.655 0.643 0.262  -1.21
N 1.738 -0.246 0.135  -0.45
O -2.416 0.199 1.105  -0.13
S -1.108 2.022 -0.317  0.51
S -0.886 -1.130 -0.957  0.11
S 0.551 -1.493 0.351  0.20
H 2.576 -0.560 -0.525  0.06
H 1.201 0.566 -0.053  -0.09

Properties
Net charge   -1
Relative energy (zero: lowest compared OMol25 entry of this formula, charge and spin)   0.809 eV
LUMO   0.128 Eh
HOMO level   -3.28 eV

---

5.
This record from OMol25 describes a cluster of 3 separate species, C16H26F5NO7Si in total at a distorted geometry. The level of theory is ωB97M-V/def2-TZVPD.

Each line ends with the Löwdin charge.
Element x y z (Å)
C 2.984 -4.159 0.855  -0.10
C 1.783 -3.176 0.328  -0.24
N 2.107 -2.374 -0.913  -0.13
C 0.996 -1.427 -1.309  -0.25
C -0.420 -2.144 -1.719  -0.27
Si -1.789 -2.087 -0.368  0.72
C -3.256 -3.326 -0.781  -0.32
C -3.900 -3.743 0.702  -0.20
C -2.614 -0.369 -0.104  -0.26
F -3.003 -0.313 1.354  -0.05
F -3.876 -0.162 -0.867  -0.02
C -1.634 0.923 -0.353  -0.15
F -2.528 2.138 -0.266  0.00
F -0.629 1.122 0.758  0.02
F -1.019 0.985 -1.708  0.02
C 3.311 -1.445 -0.649  -0.29
C 3.328 -0.297 0.551  -0.03
O 4.399 -1.617 -1.406  -0.03
H 2.996 -4.059 2.043  0.09
H 4.056 -3.892 0.465  0.08
H 2.799 -5.290 0.584  0.08
H 0.874 -3.890 0.032  0.12
H 1.348 -2.471 1.179  0.12
H 0.759 -0.638 -0.478  0.09
H 1.387 -0.820 -2.247  0.15
H -0.299 -3.262 -2.117  0.11
H -0.850 -1.543 -2.657  0.10
H -1.207 -2.593 0.880  0.01
H -4.064 -2.854 -1.484  0.08
H -2.810 -4.303 -1.301  0.09
H -4.041 -4.920 0.794  0.08
H -3.155 -3.458 1.586  0.05
H -4.902 -3.155 0.936  0.09
H 2.251 -0.222 1.057  0.06
H 3.608 0.732 0.043  0.11
H 4.059 -0.581 1.446  0.11
O -0.859 6.125 -5.098  0.13
C -1.421 5.378 -4.314  -0.51
O -2.441 5.753 -3.487  0.06
C -2.961 4.568 -2.914  -0.14
C -1.819 3.610 -3.009  -0.16
O -1.111 4.059 -4.149  0.07
H -3.273 4.743 -1.880  0.14
H -3.829 4.244 -3.498  0.14
H -1.156 3.661 -2.138  0.13
H -2.152 2.577 -3.141  0.12
O 2.007 -0.214 3.314  0.11
C 2.184 0.966 3.568  -0.51
O 2.776 1.858 2.720  0.04
C 2.588 3.144 3.280  -0.13
C 2.388 2.860 4.733  -0.14
O 1.815 1.567 4.737  0.07
H 3.460 3.778 3.095  0.14
H 1.708 3.605 2.819  0.14
H 3.332 2.830 5.287  0.14
H 1.719 3.582 5.210  0.14

Properties
SMILES   CCN(CC[Si@H](CC)C(F)(F)C(F)(F)F)C(C)=O.O=C1OCCO1.O=C1OCCO1
Relative energy (zero: lowest compared OMol25 entry of this formula, charge and spin)   6.740 eV
LUMO   0.001 Eh
HOMO level   -9.40 eV

---

6.
This record from OMol25 describes a cluster of 3 separate species, C3H12O2S in total at a distorted geometry. The level of theory is ωB97M-V/def2-TZVPD.

Each line ends with the Löwdin charge.
Element x y z (Å)
C -2.180 1.063 0.077  -0.15
C -0.862 1.731 -0.315  -0.31
C 0.286 0.767 -0.774  -0.53
S 0.355 -0.828 0.153  0.67
H -3.066 1.645 -0.173  0.07
H -2.236 0.744 1.111  0.06
H -2.256 0.155 -0.523  0.05
H -0.962 2.498 -1.083  0.10
H -0.468 2.284 0.539  0.09
H 1.269 1.203 -0.621  0.06
H 0.179 0.562 -1.835  0.06
H 0.585 -0.290 1.378  -0.14
O 1.723 -2.287 3.754  -0.07
H 2.649 -2.025 3.814  0.04
H 1.225 -1.578 4.181  0.03
O 1.518 -1.599 -3.349  -0.06
H 1.401 -1.994 -2.484  0.00
H 0.841 -2.052 -3.850  0.03

Properties
SMILES   CCCS.O.O
Relative energy (zero: lowest compared OMol25 entry of this formula, charge and spin)   0.530 eV
LUMO   0.020 Eh
HOMO level   -9.01 eV